(1)
C25H68N4O7 | the ωB97M-V functional and the def2-TZVPD basis

Structure (SMILES): COC[C@H](C)N.COC[C@H](C)N.COC[C@H](C)N.COC[C@H](C)N.CC(C)O.CC(C)O.CC(C)O
Energy relative to the best compared isomer or geometry (same formula, charge and spin) in kcal per mole: 86.6

XYZ file:
```
104
C25H68N4O7, DFT the ωB97M-V functional and the def2-TZVPD basis
C -2.304 3.211 5.200
O -1.910 2.061 5.934
C -1.736 2.376 7.357
C -0.494 3.294 7.655
C 0.853 2.457 7.527
N -0.632 3.857 8.937
H -3.094 3.871 5.559
H -2.791 2.907 4.274
H -1.452 3.788 4.841
H -2.646 2.906 7.639
H -1.701 1.470 7.961
H -0.491 4.232 7.099
H 1.072 2.401 6.460
H 0.862 1.524 8.091
H 1.528 3.087 8.106
H -0.091 4.705 9.021
H -0.245 3.171 9.570
C 10.079 0.168 5.887
O 8.733 0.029 5.434
C 8.633 0.345 4.069
C 7.196 0.348 3.604
C 6.543 -1.049 3.916
N 7.044 0.430 2.110
H 10.247 -0.435 6.779
H 10.042 1.219 6.173
H 10.840 -0.116 5.160
H 9.131 1.308 3.959
H 9.258 -0.390 3.562
H 6.597 1.169 3.997
H 6.835 -1.858 3.247
H 5.472 -0.946 3.742
H 6.540 -1.362 4.960
H 7.341 -0.435 1.682
H 6.124 0.575 1.718
C -0.397 0.036 -10.255
O 0.649 -0.625 -9.640
C 0.996 -0.294 -8.303
C 1.843 -1.317 -7.612
C 1.417 -2.821 -7.746
N 1.892 -1.038 -6.195
H -0.585 -0.440 -11.218
H -0.151 1.091 -10.384
H -1.327 -0.124 -9.711
H 1.382 0.724 -8.350
H -0.003 -0.349 -7.870
H 2.868 -1.170 -7.953
H 0.346 -2.945 -7.586
H 1.757 -3.378 -6.873
H 1.723 -3.286 -8.683
H 2.096 -1.958 -5.831
H 0.933 -0.872 -5.925
C -5.738 -1.859 3.709
O -5.166 -3.071 3.195
C -5.696 -4.300 3.900
C -4.991 -5.611 3.410
C -5.540 -6.825 4.120
N -3.556 -5.408 3.601
H -5.503 -1.111 2.953
H -5.330 -1.517 4.661
H -6.826 -1.832 3.776
H -5.550 -4.180 4.973
H -6.766 -4.404 3.720
H -5.201 -5.692 2.343
H -5.226 -7.708 3.565
H -6.613 -7.013 4.125
H -5.179 -6.878 5.147
H -3.483 -4.437 3.334
H -3.326 -5.284 4.577
C -1.401 1.495 0.017
C 0.094 1.702 -0.163
C 0.893 1.701 1.122
O 0.688 0.967 -1.121
H -1.777 1.021 0.923
H -1.991 1.061 -0.790
H -1.818 2.502 0.032
H 0.087 2.720 -0.552
H 1.460 2.630 1.071
H 1.527 0.846 1.359
H 0.318 1.751 2.046
H 1.238 1.607 -1.577
C -3.405 -3.650 -5.475
C -4.602 -2.632 -5.328
C -4.189 -1.154 -5.191
O -5.438 -2.796 -6.408
H -3.699 -4.695 -5.369
H -2.674 -3.502 -4.681
H -2.852 -3.527 -6.406
H -5.175 -2.930 -4.450
H -3.465 -0.745 -5.896
H -3.785 -0.920 -4.206
H -5.041 -0.474 -5.197
H -6.236 -2.269 -6.326
C -0.681 3.881 -4.817
C 0.759 4.494 -4.743
C 0.733 5.763 -3.829
O 1.693 3.512 -4.257
H -0.720 3.023 -5.488
H -1.350 4.575 -5.324
H -1.159 3.681 -3.857
H 0.860 4.845 -5.770
H -0.113 6.412 -4.056
H 1.644 6.337 -3.999
H 0.832 5.655 -2.749
H 1.615 2.692 -4.751
```

(2)
C25H70B5F16N5O5 | the ωB97M-V functional and the def2-TZVPD basis

XYZ file:
```
126
C25H70B5F16N5O5, DFT the ωB97M-V functional and the def2-TZVPD basis
B 1.691 -0.915 -0.584
H 0.927 -1.266 0.092
H 2.576 -0.702 -0.003
H 1.904 -1.652 -1.342
H 1.316 -0.007 -1.031
C 3.386 2.256 1.193
C 2.616 1.330 2.206
C 2.495 1.982 3.626
O 3.682 2.712 4.042
C 4.571 1.779 4.702
N 1.216 0.941 1.677
H 0.844 0.164 2.204
H 0.528 1.678 1.725
H 1.185 0.664 0.706
H 4.377 2.615 1.473
H 2.722 3.102 1.016
H 3.402 1.616 0.311
H 3.123 0.382 2.385
H 2.122 1.303 4.392
H 1.741 2.762 3.515
H 5.575 2.177 4.843
H 4.820 0.965 4.022
H 4.053 1.423 5.593
C -1.572 -2.860 -3.849
C -0.480 -2.045 -3.189
C -0.405 -0.593 -3.561
O -0.419 -0.533 -4.992
C -0.222 0.788 -5.472
N -0.732 -2.087 -1.655
H 0.035 -1.565 -1.256
H -1.573 -1.587 -1.403
H -0.843 -2.995 -1.227
H -1.861 -3.749 -3.289
H -1.284 -3.161 -4.856
H -2.462 -2.230 -3.873
H 0.470 -2.569 -3.296
H 0.562 -0.290 -3.160
H -1.181 0.026 -3.110
H 0.601 1.299 -4.972
H -1.055 1.467 -5.290
H 0.104 0.784 -6.512
C 4.162 -4.660 -0.636
C 4.185 -3.995 0.701
C 5.297 -2.892 0.834
O 5.336 -2.297 2.175
C 6.262 -1.162 2.261
N 2.811 -3.328 0.897
H 2.066 -3.807 0.412
H 2.541 -3.165 1.856
H 2.831 -2.405 0.487
H 3.802 -4.057 -1.470
H 3.616 -5.603 -0.659
H 5.158 -5.070 -0.805
H 4.198 -4.775 1.462
H 5.308 -2.134 0.050
H 6.278 -3.325 0.641
H 5.768 -0.257 1.907
H 7.167 -1.362 1.689
H 6.483 -0.990 3.315
C -0.690 -4.269 2.827
C -1.670 -3.161 3.345
C -2.750 -2.584 2.353
O -3.562 -1.702 3.133
C -4.399 -0.865 2.386
N -2.404 -3.730 4.606
H -3.029 -4.509 4.454
H -1.740 -4.139 5.248
H -2.810 -2.983 5.151
H -0.159 -3.802 1.998
H -1.178 -5.198 2.531
H -0.019 -4.583 3.626
H -1.118 -2.299 3.718
H -3.347 -3.429 2.009
H -2.313 -2.035 1.519
H -4.950 -0.090 2.919
H -5.164 -1.459 1.886
H -3.851 -0.356 1.594
C -0.794 4.686 -3.968
C -1.174 4.987 -2.492
C -2.098 6.206 -2.462
C -3.571 5.872 -2.852
C -4.053 4.809 -1.878
C -3.331 3.449 -1.902
N -1.817 3.711 -1.897
O -0.883 2.664 -1.810
C -3.655 2.607 -3.193
C -3.726 2.653 -0.689
C 0.234 5.299 -1.858
H -0.345 5.571 -4.420
H -1.716 4.387 -4.467
H -0.025 3.922 -4.082
H -1.746 7.020 -3.096
H -2.237 6.658 -1.480
H -3.582 5.419 -3.844
H -4.293 6.685 -2.777
H -5.139 4.761 -1.794
H -3.882 5.215 -0.881
H -4.734 2.598 -3.350
H -3.383 1.556 -3.095
H -3.222 2.958 -4.130
H -3.119 1.751 -0.615
H -4.752 2.338 -0.495
H -3.425 3.138 0.239
H 0.968 4.495 -1.904
H 0.179 5.577 -0.805
H 0.744 6.126 -2.352
B -0.128 -5.591 -1.153
F 0.705 -5.796 -0.095
F 0.586 -5.083 -2.211
F -0.706 -6.745 -1.600
F -1.084 -4.668 -0.779
B 1.426 -1.637 4.102
F 1.221 -2.639 5.003
F 0.513 -0.671 4.449
F 2.665 -1.064 4.280
F 1.342 -1.951 2.812
B -4.058 -1.283 -1.172
F -3.857 -1.305 -2.471
F -4.299 -2.559 -0.793
F -2.913 -0.811 -0.579
F -5.085 -0.566 -0.892
B -0.899 3.670 1.426
F 0.345 3.506 0.855
F -1.453 2.423 1.479
F -0.760 4.123 2.703
F -1.654 4.591 0.761
```

(3)
C25H70F6O20PS10 | the ωB97M-V functional and the def2-TZVPD basis

Charge: -1
Energy relative to the best compared isomer or geometry (same formula, charge and spin) in kcal per mole: 32.7

XYZ file:
```
132
C25H70F6O20PS10, DFT the ωB97M-V functional and the def2-TZVPD basis
P -8.414 21.660 22.411
F -7.436 21.620 21.142
F -9.696 22.021 21.539
F -8.691 20.067 22.217
F -9.269 21.622 23.802
F -7.107 21.302 23.335
F -8.178 23.241 22.707
O -12.259 28.180 23.330
S -12.928 27.396 24.349
O -14.368 27.292 24.417
O -12.316 25.891 24.275
C -12.982 24.975 23.382
C -12.828 23.568 23.948
C -12.274 27.736 26.055
H -12.566 25.108 22.383
H -14.062 25.128 23.357
H -11.790 23.230 23.984
H -13.447 22.838 23.434
H -13.062 23.646 25.013
H -13.065 27.917 26.775
H -11.736 28.689 26.036
H -11.481 27.022 26.262
O -10.543 27.992 19.395
S -11.422 27.758 18.278
O -11.376 28.388 16.985
O -11.360 26.134 18.019
C -11.157 25.301 19.128
C -9.680 24.881 19.190
C -13.129 27.882 18.868
H -11.830 24.441 19.143
H -11.428 25.783 20.076
H -9.287 24.430 20.110
H -8.990 25.692 18.977
H -9.609 23.967 18.591
H -13.504 28.820 18.460
H -13.145 27.882 19.952
H -13.658 27.078 18.365
O -9.244 16.846 26.390
S -8.299 17.931 26.407
O -7.954 18.528 27.683
O -6.935 17.478 25.634
C -5.766 18.279 25.777
C -5.161 18.495 24.408
C -8.769 19.317 25.380
H -4.998 17.781 26.380
H -6.000 19.202 26.308
H -4.133 18.852 24.494
H -5.723 19.294 23.911
H -5.157 17.666 23.702
H -8.032 20.042 25.712
H -9.755 19.620 25.723
H -8.757 19.114 24.315
O -5.010 17.028 20.828
S -5.704 17.655 19.721
O -5.012 17.780 18.464
O -7.130 16.879 19.438
C -6.957 15.625 18.738
C -6.487 14.505 19.667
C -6.511 19.165 20.218
H -6.409 15.829 17.818
H -7.925 15.255 18.388
H -6.949 14.738 20.629
H -5.415 14.604 19.835
H -6.854 13.548 19.312
H -5.799 19.983 20.099
H -6.737 18.987 21.266
H -7.307 19.388 19.517
O -13.532 14.995 19.542
S -12.278 14.857 20.184
O -11.033 14.519 19.517
O -11.997 16.279 20.978
C -10.703 16.421 21.565
C -9.982 17.596 20.962
C -12.420 13.680 21.580
H -10.011 15.592 21.406
H -10.775 16.578 22.644
H -10.451 18.565 21.154
H -9.978 17.508 19.873
H -8.961 17.717 21.320
H -13.410 13.873 21.990
H -11.661 13.853 22.337
H -12.332 12.697 21.127
C -13.367 16.984 24.397
S -13.108 18.202 23.069
O -14.317 19.085 23.215
C -11.608 18.937 23.878
H -12.433 16.565 24.771
H -14.020 16.232 23.946
H -13.934 17.280 25.281
H -11.091 19.509 23.110
H -11.014 18.187 24.397
H -11.849 19.604 24.710
C -5.195 24.302 16.406
S -4.619 23.360 17.893
O -3.664 24.200 18.679
C -6.205 23.410 18.821
H -4.342 24.686 15.856
H -5.995 25.013 16.601
H -5.627 23.480 15.826
H -6.574 24.400 19.083
H -6.077 22.812 19.719
H -6.914 22.935 18.138
C -3.723 21.529 22.311
S -2.550 22.121 21.023
O -2.330 23.602 21.113
C -1.003 21.311 21.609
H -4.715 21.629 21.876
H -3.658 22.129 23.217
H -3.421 20.495 22.471
H -0.998 21.286 22.697
H -0.212 21.920 21.183
H -1.019 20.304 21.194
C -9.515 24.602 25.444
S -8.276 25.950 25.300
O -8.524 26.788 26.528
C -9.217 26.832 24.014
H -9.285 23.758 26.085
H -9.628 24.314 24.398
H -10.466 25.055 25.714
H -9.439 26.093 23.241
H -8.573 27.629 23.648
H -10.165 27.228 24.368
C -5.634 27.643 21.999
S -5.160 26.190 20.975
O -3.702 26.222 20.620
C -5.290 24.953 22.308
H -5.383 28.565 21.481
H -5.135 27.644 22.968
H -6.714 27.545 22.117
H -5.350 23.941 21.916
H -6.051 25.164 23.053
H -4.291 24.931 22.753
```

(4)
C25H71N12O9P6 | the ωB97M-V functional and the def2-TZVPD basis

Charge: -1

XYZ file:
```
123
C25H71N12O9P6, DFT the ωB97M-V functional and the def2-TZVPD basis
C 3.133 6.432 -7.302
C 2.561 5.057 -7.894
N 1.291 4.584 -7.273
C 1.466 4.129 -5.867
O 2.731 3.497 -5.553
P 3.512 4.192 -4.132
N 4.146 4.578 -2.458
C 5.002 5.534 -2.587
O 5.718 6.554 -2.605
P 4.996 2.551 -4.481
N 4.235 1.307 -5.215
O 2.347 5.514 -4.073
C 1.072 5.119 -4.645
C 0.163 6.227 -5.366
C -0.630 7.200 -4.342
O -1.823 6.920 -4.043
O -0.065 8.400 -3.789
P 0.149 4.440 -3.132
O 0.601 5.292 -1.900
H 2.391 7.317 -7.397
H 3.474 6.385 -6.214
H 4.066 6.724 -7.923
H 3.407 4.280 -7.898
H 2.324 5.258 -9.012
H 0.900 3.801 -7.833
H 0.733 3.240 -5.712
H 4.420 5.053 -4.841
H 2.716 3.230 -3.419
H 6.013 2.981 -5.425
H 5.536 2.025 -3.261
H 4.295 0.455 -4.639
H -0.668 5.720 -5.991
H 0.719 6.915 -6.086
H -0.570 9.120 -4.250
H -1.278 4.540 -3.202
H 0.525 3.072 -2.813
O -0.363 0.248 -1.412
P -0.055 -0.504 -0.103
N -1.620 -0.221 0.562
C -1.947 -0.112 1.976
C -2.691 -0.964 -0.104
N 1.018 0.744 0.432
C 0.481 2.020 0.893
C 2.107 1.014 -0.515
N 0.348 -1.439 1.362
C 1.515 -1.155 2.198
C 0.368 -2.877 1.033
H -2.054 -1.093 2.455
H -2.895 0.424 2.102
H -1.208 0.451 2.543
H -2.705 -2.013 0.209
H -2.575 -0.941 -1.189
H -3.670 -0.526 0.114
H -0.261 2.435 0.204
H 1.275 2.762 1.026
H 0.029 1.920 1.882
H 1.779 1.636 -1.356
H 2.504 0.078 -0.920
H 2.938 1.520 -0.013
H 2.450 -1.204 1.633
H 1.581 -1.877 3.021
H 1.432 -0.181 2.682
H 1.231 -3.128 0.407
H -0.537 -3.158 0.485
H 0.393 -3.492 1.936
O -4.885 0.569 4.117
P -5.223 1.964 4.676
N -3.948 1.903 5.834
C -3.929 2.564 7.130
C -2.608 1.997 5.248
N -6.677 1.381 5.415
C -6.603 0.528 6.595
C -7.603 0.770 4.456
N -5.595 3.598 5.288
C -6.920 3.992 5.769
C -5.158 4.600 4.298
H -3.646 3.621 7.053
H -3.207 2.073 7.791
H -4.887 2.517 7.646
H -2.363 3.028 4.974
H -2.524 1.385 4.347
H -1.846 1.634 5.943
H -5.889 -0.293 6.475
H -7.581 0.098 6.836
H -6.331 1.108 7.478
H -7.309 -0.254 4.190
H -7.646 1.360 3.535
H -8.619 0.744 4.865
H -7.694 3.852 5.008
H -6.924 5.048 6.061
H -7.196 3.446 6.673
H -5.797 4.584 3.408
H -4.131 4.401 3.977
H -5.166 5.608 4.722
O 1.679 -6.106 0.366
P 2.719 -7.230 0.205
N 2.321 -7.518 -1.447
C 2.446 -8.784 -2.154
C 2.728 -6.441 -2.353
N 1.796 -8.306 1.199
C 0.569 -8.902 0.683
C 1.525 -7.764 2.535
N 3.982 -8.483 0.071
C 4.069 -9.635 0.970
C 5.308 -7.837 0.037
H 3.471 -8.971 -2.495
H 1.797 -8.786 -3.037
H 2.138 -9.640 -1.555
H 3.802 -6.480 -2.564
H 2.508 -5.459 -1.928
H 2.188 -6.497 -3.302
H -0.091 -8.165 0.217
H 0.010 -9.408 1.477
H 0.792 -9.687 -0.041
H 0.702 -7.039 2.528
H 2.414 -7.265 2.932
H 1.273 -8.569 3.233
H 4.156 -9.335 2.018
H 4.942 -10.250 0.722
H 3.211 -10.299 0.852
H 5.568 -7.413 1.014
H 5.320 -7.024 -0.695
H 6.087 -8.543 -0.263
```

The LUMO energy results, record by record, are as follows: 0.017, -0.149, 0.066, 0.006 Ha.
The HOMO level results, record by record, are as follows: -8.9206, -9.7550, -6.2971, -4.0693 eV.
The frontier orbital gap results, record by record, are as follows: 9.37, 5.70, 8.09, 4.23 eV.